Molecular formula: C19H40FN3O9S
Method: DFT, the ωB97M-V functional and the def2-TZVPD basis

Results
DFT total energy	-2087.1930	hartree
2S+1	1
HOMO energy	-8.669	eV
largest force on an atom	6.5	eV Å⁻¹
HOMO-LUMO gap	8.788	eV

Geometry as XYZ:
```
73
Properties=species:S:1:pos:R:3:forces:R:3
C -0.48189 -3.56077 3.09159 -0.35 -0.21 -0.35
C 0.48331 -2.59394 2.23898 1.93 -0.01 1.80
N 1.69912 -2.37554 2.74767 -3.53 -0.65 -1.62
C 0.05698 -1.86740 0.86890 1.33 1.08 -0.02
C 0.42051 -2.74588 -0.44595 -0.20 0.10 0.53
C -0.45409 -2.38500 -1.74722 -0.40 -0.15 -1.32
C 0.40315 -1.78908 -2.97163 3.06 3.82 -0.29
O 1.08903 -0.73332 -2.88426 -3.76 -5.32 -0.43
F 0.46865 -2.44808 -4.25759 -0.76 0.88 3.26
C 1.97276 -2.99658 -0.77607 0.50 1.01 1.47
O 1.98126 -4.31658 -1.44504 -1.53 0.13 1.72
S 1.16058 -5.23619 -0.30069 1.67 -4.22 1.32
O 2.20103 -5.52808 0.74188 -3.07 2.09 -2.07
O 0.51729 -6.52838 -0.70153 1.06 4.51 -0.13
O -0.02627 -4.09275 0.00192 1.99 -1.19 -0.91
H -0.77074 -3.11777 4.12206 0.58 -0.37 -1.83
H 0.09289 -4.53984 3.33044 -0.97 1.61 -0.64
H -1.46077 -3.81294 2.53589 1.62 0.33 0.85
H 1.76706 -2.93405 3.62238 0.04 0.43 -0.65
H 0.70911 -0.90749 0.80393 -1.02 -1.54 0.14
H -1.03583 -1.49984 0.87067 1.58 -1.02 -0.09
H -0.98044 -3.33364 -2.12306 0.76 1.42 0.69
H -1.25473 -1.58346 -1.49869 1.41 -1.32 -0.42
H 2.52965 -3.03406 0.23340 -0.91 -0.33 -1.40
H 2.56762 -2.21102 -1.35299 -1.44 -1.22 0.25
C 3.39155 0.60712 -2.00388 -0.16 0.35 0.16
O 3.32766 0.19753 -0.64360 0.25 -0.19 -0.33
C 4.55266 -0.36216 -0.16303 -0.09 0.08 0.69
C 5.20443 0.56742 0.86420 -0.14 0.09 -0.62
N 5.72451 1.77797 0.22652 -0.05 -0.09 0.25
C 6.12377 2.81764 1.17886 -0.22 0.11 -0.29
C 5.02351 3.42849 2.06212 0.39 0.31 0.01
O 4.06721 4.20274 1.34534 0.00 -0.41 0.23
C 3.00516 3.45314 0.77533 0.03 0.36 -0.08
H 2.38335 0.86040 -2.32740 0.25 0.00 0.17
H 4.01844 1.49610 -2.11453 0.20 -0.07 -0.11
H 3.76798 -0.19844 -2.64135 0.03 0.07 -0.04
H 5.24279 -0.60806 -0.97703 -0.07 0.21 -0.04
H 4.29008 -1.29843 0.34072 0.07 0.03 0.04
H 6.02558 0.03876 1.35712 0.00 0.03 0.00
H 4.44710 0.80963 1.61602 -0.07 -0.23 0.14
H 5.01208 2.16421 -0.38339 0.10 -0.09 0.06
H 6.56529 3.62711 0.58758 -0.04 0.00 0.14
H 6.92251 2.42550 1.81764 -0.10 -0.04 0.03
H 5.51445 4.12856 2.74672 -0.04 -0.01 -0.08
H 4.52977 2.68663 2.69919 -0.11 -0.08 -0.16
H 2.74995 2.57124 1.36990 0.10 -0.03 -0.06
H 3.25530 3.16432 -0.24741 -0.13 -0.23 -0.02
H 2.12503 4.09782 0.72305 0.09 0.03 0.07
C -5.17762 3.74863 1.03379 -0.19 -0.21 0.14
O -6.20292 2.91332 0.51757 0.29 0.35 -0.19
C -6.41217 3.07892 -0.88643 -0.34 -0.57 -0.10
C -5.95987 1.83129 -1.65053 0.33 0.43 0.36
N -4.50169 1.70222 -1.63620 -0.18 -0.21 -0.06
C -4.02253 0.40534 -2.12042 0.10 0.15 0.34
C -4.41215 -0.84138 -1.30889 0.38 -0.11 -0.31
O -3.81390 -0.90224 -0.01590 -0.31 0.02 -0.24
C -4.51461 -0.19012 0.99395 0.30 -0.10 0.17
H -5.20201 3.67972 2.12308 -0.08 -0.05 -0.10
H -4.19390 3.41497 0.69313 0.12 0.18 -0.05
H -5.33785 4.79272 0.74902 0.08 -0.02 -0.03
H -5.93035 3.98302 -1.27293 0.14 -0.11 0.11
H -7.49138 3.19477 -1.02779 0.05 0.01 -0.03
H -6.30521 1.89946 -2.68627 0.04 -0.02 0.01
H -6.43882 0.96631 -1.18146 -0.26 0.00 -0.03
H -4.16653 1.82933 -0.68739 -0.07 0.04 -0.13
H -2.92834 0.46536 -2.13661 -0.05 -0.09 -0.03
H -4.34383 0.27398 -3.15920 -0.08 -0.02 0.07
H -4.02638 -1.71089 -1.85278 0.00 0.03 0.06
H -5.49582 -0.98653 -1.24745 0.00 0.14 0.14
H -5.59455 -0.17759 0.82345 0.08 0.07 -0.08
H -4.12886 0.82806 1.07235 -0.22 0.11 0.06
H -4.32412 -0.68226 1.95021 0.01 -0.06 -0.10
```
Forces are in eV/Å.

***

Molecular formula: C4H16CsO4
Method: DFT, the ωB97M-V functional and the def2-TZVPD basis

Results
DFT total energy	-482.4193	hartree
2S+1	1
net charge	+1
HOMO energy	-11.886	eV
largest force on an atom	9.6	eV Å⁻¹
HOMO-LUMO gap	8.820	eV

Geometry as XYZ:
```
25
Properties=species:S:1:pos:R:3:forces:R:3
Cs 0.56249 0.18658 -0.33316 3.64 1.04 -1.79
C -2.08116 -1.70444 -0.43204 0.33 -0.66 0.44
O -0.64405 -1.72251 -0.80692 -6.25 -3.30 0.77
H -2.46492 -0.82282 0.08134 0.81 0.57 0.05
H -2.67746 -1.77593 -1.34167 0.51 -0.24 -0.14
H -2.36114 -2.51148 0.24501 0.31 -0.30 -0.27
H 0.02080 -1.75654 -0.11523 -1.32 -1.72 0.86
C 1.48390 1.21933 2.63039 0.04 -0.37 1.05
O 0.92732 0.30366 1.68921 2.31 0.07 9.28
H 0.83846 2.09599 2.57581 0.52 0.06 0.35
H 1.43266 0.70858 3.59196 -0.05 0.68 0.36
H 2.53528 1.42158 2.42598 -0.10 0.30 -0.22
H 1.33380 -0.54700 1.87020 0.17 -0.39 0.45
C 1.17091 -1.66159 -2.45604 3.01 -0.52 -1.01
O 1.60509 -0.27676 -2.10455 3.04 -2.59 -6.59
H 0.40965 -2.09146 -1.80504 0.46 0.92 -1.64
H 0.99124 -1.74331 -3.52802 -0.30 0.14 0.22
H 1.98975 -2.33818 -2.21146 0.61 0.10 -0.42
H 2.53092 -0.09773 -2.28451 0.49 -0.59 -0.76
C -1.10463 2.35686 0.64557 -1.61 1.61 1.21
O -1.02071 1.50756 -0.47730 -6.94 5.71 -0.78
H -0.81386 1.89362 1.58843 0.53 -0.29 -0.47
H -0.65041 3.33647 0.49675 0.67 -0.34 -0.19
H -2.11991 2.65822 0.90344 -0.41 -0.28 -0.48
H -1.89403 1.36128 -0.84814 -0.47 0.39 -0.26
```
Forces are in eV/Å.

***

Molecular formula: C8H8N2O2
Method: DFT, the ωB97M-V functional and the def2-TZVPD basis

Results
DFT total energy	-569.5532	hartree
2S+1	1
HOMO energy	-7.868	eV
largest force on an atom	5.9	eV Å⁻¹
SMILES string	COn1c(=O)[nH]c2ccccc21
relative energy (zero: lowest compared OMol25 entry of this formula, charge and spin)	237.7	kJ/mol
HOMO-LUMO gap	8.659	eV

Geometry as XYZ:
```
20
Properties=species:S:1:pos:R:3:forces:R:3
C 1.58702 -2.50865 -0.45602 -0.62 1.21 0.30
C -1.59295 -1.47996 0.01142 0.60 0.55 -2.08
C -1.21531 0.77849 0.14619 0.28 -0.93 -1.00
C -1.34283 2.08727 0.50337 3.07 -0.53 -0.46
C -0.06405 2.71724 0.57965 -2.08 1.32 0.89
C 1.10143 2.08127 0.33884 0.51 -1.30 -2.72
C 1.15244 0.89035 -0.39958 0.26 -1.93 1.36
C -0.01152 0.13383 -0.34358 1.06 4.59 0.50
H 1.41111 -2.87421 0.54141 -0.75 -0.67 0.20
H 2.09044 -3.19432 -1.07138 0.76 -0.86 -0.66
H 2.12429 -1.60406 -0.28105 1.07 0.40 -0.15
H -3.08290 -0.11430 0.54498 -0.01 0.00 0.07
H -2.25369 2.55832 0.76661 -0.63 0.34 0.15
H -0.08735 3.75881 0.83063 0.31 0.36 0.50
H 2.09578 2.38357 0.38973 1.17 1.99 0.74
H 2.15234 0.41510 -0.61993 -1.37 0.72 0.01
N -0.23175 -1.14042 -0.48079 -3.94 -4.41 0.61
N -2.17600 -0.19994 0.11988 -0.32 -2.17 0.76
O 0.42508 -2.10606 -1.19989 0.16 0.30 0.67
O -2.08159 -2.58231 0.07952 0.46 1.01 0.27
```
Forces are in eV/Å.

***

Repeat the third record exactly.
Molecular formula: C8H8N2O2
Method: DFT, the ωB97M-V functional and the def2-TZVPD basis

Results
DFT total energy	-569.5532	hartree
2S+1	1
HOMO energy	-7.868	eV
largest force on an atom	5.9	eV Å⁻¹
SMILES string	COn1c(=O)[nH]c2ccccc21
relative energy (zero: lowest compared OMol25 entry of this formula, charge and spin)	237.7	kJ/mol
HOMO-LUMO gap	8.659	eV

Geometry as XYZ:
```
20
Properties=species:S:1:pos:R:3:forces:R:3
C 1.58702 -2.50865 -0.45602 -0.62 1.21 0.30
C -1.59295 -1.47996 0.01142 0.60 0.55 -2.08
C -1.21531 0.77849 0.14619 0.28 -0.93 -1.00
C -1.34283 2.08727 0.50337 3.07 -0.53 -0.46
C -0.06405 2.71724 0.57965 -2.08 1.32 0.89
C 1.10143 2.08127 0.33884 0.51 -1.30 -2.72
C 1.15244 0.89035 -0.39958 0.26 -1.93 1.36
C -0.01152 0.13383 -0.34358 1.06 4.59 0.50
H 1.41111 -2.87421 0.54141 -0.75 -0.67 0.20
H 2.09044 -3.19432 -1.07138 0.76 -0.86 -0.66
H 2.12429 -1.60406 -0.28105 1.07 0.40 -0.15
H -3.08290 -0.11430 0.54498 -0.01 0.00 0.07
H -2.25369 2.55832 0.76661 -0.63 0.34 0.15
H -0.08735 3.75881 0.83063 0.31 0.36 0.50
H 2.09578 2.38357 0.38973 1.17 1.99 0.74
H 2.15234 0.41510 -0.61993 -1.37 0.72 0.01
N -0.23175 -1.14042 -0.48079 -3.94 -4.41 0.61
N -2.17600 -0.19994 0.11988 -0.32 -2.17 0.76
O 0.42508 -2.10606 -1.19989 0.16 0.30 0.67
O -2.08159 -2.58231 0.07952 0.46 1.01 0.27
```
Forces are in eV/Å.